# 1
Molecular formula: C27H57F6MnN6O15RbS6
Method: DFT, wB97M-V/def2-TZVPD

Atoms and positions in Å:
H: -7.4362 3.1777 4.4364
C: -2.8478 2.3476 -4.1929
H: 2.7316 -3.2915 -3.1444
C: -3.7132 2.0872 2.9321
C: -6.0408 1.5893 3.7909
C: -0.2424 1.0692 -5.8912
C: -5.8959 0.0933 4.2542
F: 8.8411 -1.5316 5.0810
S: 3.0664 3.6390 4.6602
H: 0.4423 -3.1323 1.7366
H: 1.6355 1.8350 -5.3462
H: 0.4630 -2.2215 -2.8261
C: 0.0334 -4.0754 1.3770
H: 1.1133 2.3696 -2.8905
H: 0.6169 0.1867 -7.7832
O: 5.8817 5.2730 3.4952
H: -0.5724 0.6575 -2.3517
C: 2.9207 -4.1810 -1.1821
H: 2.7967 -6.1446 -2.2407
C: 0.3925 2.1915 -3.6778
S: 0.9744 1.6518 1.0922
H: -1.0507 -4.1217 1.4055
H: 1.5639 -4.5112 -2.8323
H: -3.1720 4.1205 3.4751
O: 3.4352 0.0422 0.3882
H: -0.5116 -0.8240 -6.9975
O: 2.0934 0.9249 -1.4611
H: 3.7417 -2.2942 -0.4095
H: -8.0313 1.5883 4.6862
N: -1.4554 0.6035 -5.2370
H: -2.2430 3.2543 -4.1102
H: -4.4341 3.3675 5.3605
H: -5.0731 0.0192 4.9727
N: 3.6692 3.9724 3.2291
F: 1.5706 4.0779 4.2526
C: 0.6239 -4.2635 -0.0213
S: 6.5301 -1.2504 2.1209
O: 9.1533 -2.5463 2.9840
H: -4.6578 3.2573 1.3601
H: 0.0038 -2.1098 -0.1783
C: 2.0546 -3.6507 -2.3675
Rb: 2.7459 -1.4378 3.1904
H: -2.7983 0.5054 4.0507
H: 1.1220 -0.6260 -6.3992
H: 0.4763 3.0103 -6.6401
O: 7.2176 -3.1220 4.3438
H: 1.5972 -1.6920 -1.6648
O: 7.2748 -1.4946 0.9368
H: -6.7922 2.3031 5.7385
H: -5.9566 1.6409 0.2638
C: -2.7366 -0.0181 -3.2444
N: 7.3401 -0.7179 3.4721
H: -1.2599 2.9297 -6.4339
S: 5.3100 3.9878 3.6269
H: -1.9460 2.9349 3.8127
O: -0.0730 1.9952 0.2047
H: -0.8646 -3.2042 -1.1205
C: 4.0528 -3.1737 -0.9768
N: 2.4979 2.2839 0.7114
C: -0.0438 -5.4909 -0.6921
H: -0.0532 3.0991 -4.0956
C: 0.1630 -3.0042 -0.7915
H: -2.0731 0.6885 2.4437
H: -0.8704 -5.8428 -0.0711
H: 3.0631 -5.3120 1.2466
C: -2.6939 3.2258 3.0710
C: -4.3097 2.2307 1.5129
H: -0.5009 2.1361 -7.8147
C: 0.8222 1.3088 -4.8264
H: -2.5863 -0.7270 -5.9259
H: 4.3313 -5.3423 -2.2581
O: -4.2951 2.4261 5.2194
F: 5.5600 3.3633 2.1357
C: 3.4644 -5.5523 -1.6161
O: 3.4615 4.5431 5.6727
H: -2.7480 0.1083 -2.1620
C: -5.5469 1.3725 1.2374
F: 4.1976 1.8741 -0.8601
C: -7.1061 2.1630 4.7035
H: -3.6712 2.4205 -3.4781
H: -7.3636 0.8223 2.3751
H: -3.2988 2.3972 -5.1850
H: 4.5576 -3.0093 -1.9216
C: 1.0464 -2.5852 -1.9777
C: -6.5648 1.5635 2.3476
N: -4.7770 2.2772 3.8965
O: 0.9936 0.4988 1.9077
O: 5.3230 -2.0235 2.2580
O: 5.8426 2.9817 4.4510
H: -3.5887 -0.1103 2.6267
H: 1.3551 0.4017 -4.5291
H: -1.2808 2.3003 -2.4361
H: 4.7231 -3.5621 -0.2005
S: 2.9051 1.1373 -0.3237
F: 0.6753 2.7990 2.1966
H: 0.6105 -6.3569 -0.4998
H: -7.0179 2.5568 2.2307
H: 3.8930 -6.1901 -0.8397
F: 5.9292 0.2100 1.7870
O: 2.7413 -4.4021 1.2155
Mn: 2.9224 4.1244 1.4206
H: -3.5093 1.9639 0.8204
H: -5.2589 0.3174 1.1766
H: 0.4048 -4.8133 2.0938
C: -1.9733 1.0961 -3.9643
S: 8.0727 -2.1190 3.7920
C: -0.8048 1.4958 -3.0067
H: -3.7168 -0.1339 -3.7072
O: 2.8509 2.2742 4.9773
N: 2.0613 -4.3500 -0.0187
O: -2.4627 0.2037 -6.1407
C: -0.3882 2.3566 -6.7555
H: -0.1408 -5.4911 -1.7724
H: -2.1762 -0.9517 -3.3673
H: -5.6117 -0.5794 3.4433
C: -3.0102 0.7348 3.0021
H: -2.2189 3.5248 2.1376
H: -6.7434 -0.3174 4.8021
C: 0.2550 -0.0820 -6.7852

Atoms 1-6, force components in eV/Å:
H 0.31 -0.03 -0.42
C -0.27 0.31 -0.06
H 0.05 0.12 0.10
C -0.12 0.07 -1.41
C 0.01 -2.61 0.72
C 0.18 -0.27 -0.55

Computed properties:
orbital gap (spin up / spin down)	4.415 / 4.130	eV
molar mass	1152.58	g mol⁻¹
multiplicity	6
max |F|	0.1103	Eh/bohr
net charge	0
E_LUMO (spin up / spin down)	-3.667 / -3.953	eV



# 2
Molecular formula: C27H57N3O3
Method: DFT, wB97M-V/def2-TZVPD

Atoms and positions in Å:
C: 1.5431 -0.5682 -1.2167
H: -0.8402 3.8802 5.3778
H: 0.6811 1.4005 0.5334
H: 2.1788 -3.5386 -3.7690
O: -1.0224 -1.8320 -1.2378
C: 0.6924 5.9983 6.0377
C: 1.7231 4.8808 6.3843
H: 1.0387 4.0575 6.5892
C: 1.5588 -5.7961 -2.6606
C: -2.5053 -5.4982 -3.9750
H: -2.9183 1.7055 0.6139
H: 0.8180 -4.9126 -0.8100
H: 2.6044 -5.6192 -2.4085
H: 3.2713 5.3704 5.0043
C: 0.6295 -4.8227 -1.8798
H: -3.2135 -1.8673 0.2291
C: -2.1509 -0.1408 -0.2155
H: 1.3073 6.8983 6.0477
H: -0.5424 -2.4809 -0.7181
C: -0.6431 7.1748 4.3061
O: 0.1584 5.0016 2.3432
H: -2.0131 -2.9533 -3.4172
H: -1.6234 0.8804 1.5289
H: 2.0895 1.8930 3.8304
N: 0.7649 5.1811 3.6360
H: -1.0292 1.2830 -2.7944
C: 2.5665 4.5558 5.1710
H: -0.3577 -2.7045 -3.5298
H: -2.3729 -1.1638 1.7128
H: -2.6165 -6.5472 -3.7005
H: 1.5864 -1.5070 -1.7689
C: -1.1262 -3.4004 -3.8662
H: -0.9740 -6.0597 -1.8292
H: 1.2176 -6.7986 -2.4023
C: -0.2112 0.5683 -2.7046
H: -1.4384 -3.0962 -4.8653
C: 0.1411 0.1820 -1.2525
H: -0.7565 -6.4881 -5.9300
H: 0.9464 2.3713 4.9888
H: 3.1792 3.7620 5.5982
H: -0.6033 -0.2098 -3.3596
H: -2.9230 0.0754 -2.4508
H: 0.1612 7.7827 3.8918
C: -0.0741 5.8178 4.6686
H: 2.9669 5.1824 2.6163
H: -1.2742 6.9142 3.4565
H: 0.8279 2.1563 -1.0870
H: -1.1647 7.7576 5.0653
C: -0.7649 -5.0713 -2.2384
C: -2.9260 -0.9792 0.7919
C: 1.3406 2.6631 4.0154
H: 3.0814 -4.4497 -5.0221
H: 2.3420 5.0960 7.2554
H: 2.3631 0.0684 -1.5493
C: 2.8778 4.1271 2.8742
H: 0.9761 -3.7899 -1.8447
C: -1.0732 -4.8730 -3.7230
H: -3.9143 -0.6232 1.0829
H: -0.0221 6.0928 6.8554
C: 0.2112 1.5311 -0.4413
O: -0.3978 -5.5979 -5.9054
C: -1.1427 2.2160 -0.1237
C: -2.0043 1.1168 0.5353
C: -1.2018 4.8272 4.9771
H: -2.7295 -5.5762 -5.0388
H: 2.4644 3.5748 2.0303
H: -1.0184 3.0858 0.5213
H: -3.9480 -0.6541 -1.4372
C: 2.0968 -4.2240 -4.6126
H: 0.6746 0.9902 -3.1795
H: 1.8033 -6.9261 -5.8620
H: 3.1581 -6.8854 -4.8981
H: 1.8369 -0.9146 -0.2259
H: 1.5639 -3.5751 -5.3076
H: 1.7762 -7.7402 -4.3062
H: -3.2700 -4.8774 -3.5082
C: 1.3586 -5.6117 -4.2337
N: -0.0602 -5.6045 -4.5420
N: -0.8309 -0.7152 -0.5768
H: -1.8981 5.1800 5.7379
H: 0.6746 5.6520 1.8613
C: 2.0735 -6.8212 -4.8113
C: 1.7586 4.0915 3.9340
H: 0.4724 2.5106 3.3743
H: -3.7780 1.0977 -1.4203
H: -1.3945 -4.3752 -1.6842
H: -1.5480 2.7238 -0.9989
C: -3.2233 0.1594 -1.4064
H: 3.7991 3.6356 3.1866
H: -1.8146 4.7196 4.0821

Atoms 1-6, force components in eV/Å:
C -0.56 0.31 0.34
H 0.12 -0.10 -0.46
H 0.41 -0.29 -0.12
H 0.28 -0.40 0.42
O -0.29 -3.57 -2.08
C 1.86 -0.07 -0.23

Computed properties:
orbital gap	8.786	eV
molar mass	471.77	g mol⁻¹
energy relative to the best compared isomer or geometry (same formula, charge and spin)	81.6	kcal/mol
max |F|	0.1000	Eh/bohr
net charge	0
SMILES	CC1(C)CCCC(C)(C)N1O.CC1(C)CCCC(C)(C)N1O.CC1(C)CCCC(C)(C)N1O
E_LUMO	0.656	eV



# 3
Molecular formula: C27H57N4O7Si
Method: DFT, wB97M-V/def2-TZVPD

Atoms and positions in Å:
C: 0.9637 -2.3155 -1.6065
C: -6.5075 -1.8372 -0.6684
H: -5.3136 -3.5595 -0.2342
H: 4.1257 -2.9402 0.5977
H: 0.7482 3.9531 0.0263
C: -6.3573 -3.2570 -0.1800
C: 5.2313 -1.0220 -2.4712
H: 4.1520 0.6680 -3.3559
H: -4.7100 -0.1564 3.5360
C: -0.2153 -2.9769 -2.3552
C: -2.5513 -1.0349 -0.8930
H: -2.5900 -1.2799 -1.9509
N: 0.2712 0.1246 -1.5002
H: 4.4900 -0.6474 -4.4672
H: 5.3773 -6.4251 -1.2854
C: -7.8963 -1.2589 -0.6562
H: -2.6739 2.0313 0.1404
C: 0.2204 -4.2970 -3.0199
H: -1.1252 2.6719 -0.4909
Si: -1.2440 0.1710 -0.3881
N: 1.0902 -0.8783 -1.8979
N: 0.7233 1.2330 -2.0122
H: -6.7075 -3.3359 0.8510
C: -6.7053 -0.9595 3.4178
H: -0.6109 -2.2844 -3.0999
H: -0.0129 -4.3151 -4.0841
C: 2.0025 -0.3044 -2.6589
H: 5.8484 -1.7490 -3.0033
H: 0.3662 5.3240 3.5524
C: 4.6299 -2.0729 1.0182
H: -7.8721 -0.2378 -1.0276
H: 4.0797 11.1175 2.8706
H: 5.4514 -2.4171 1.6423
H: 1.3485 -1.7558 0.4741
H: 6.2192 -1.1643 -0.1276
H: 1.6713 -3.4510 0.0811
C: 2.8582 9.4657 2.2614
C: 1.0547 4.3979 0.9714
H: 3.1253 10.3757 4.1754
C: -0.0417 5.3250 1.4511
H: 1.8720 -2.7227 -2.0479
O: 2.5972 -5.7895 -0.0930
H: -7.4361 -2.6608 4.4858
H: 0.0196 -2.9114 0.2628
N: 1.7852 1.0129 -2.7295
H: -1.0152 -3.1738 -1.6463
H: 2.7102 -6.7606 -2.9965
H: -8.2963 -1.2637 0.3600
H: 1.2918 -4.4588 -2.9146
H: -2.4032 -1.9705 -0.3455
H: -8.5570 -1.8584 -1.2845
H: 1.9871 4.9457 0.8293
H: 1.7550 -7.5309 -1.7053
H: -6.1101 -3.0235 3.3565
H: 2.0309 10.4192 0.5290
C: 1.0030 -2.6103 -0.1006
H: 5.8852 -0.2158 -2.1302
H: -3.4948 -0.6239 -0.5407
O: -7.7881 -0.4294 3.3810
H: -0.3159 -5.1345 -2.5769
C: 3.2630 -6.1756 -1.0275
H: 0.3772 -0.1439 1.5143
H: -2.3192 2.0051 -1.5870
C: 4.2069 -0.4161 -3.4425
C: 5.1260 -1.1714 -0.1025
H: 4.6697 -5.1572 -2.2884
H: -6.9600 -3.9297 -0.7914
H: -1.1964 -0.8908 1.8633
O: -5.5510 -1.1932 -1.0441
H: -0.9921 0.8616 1.9083
O: 2.8977 -0.9919 -3.2769
H: -5.0921 -0.9696 2.0080
O: 2.6910 8.3655 2.7371
O: 4.6365 -1.6600 -1.3592
H: -5.7630 -2.2119 4.8845
C: 2.8157 9.7012 0.7717
C: 2.7505 -7.2097 -2.0018
O: -1.0571 5.4619 0.8089
H: 4.8973 -4.8814 -0.5460
H: 3.9200 -1.5597 1.6676
C: -0.7004 -0.0494 1.3810
C: 0.2078 6.0443 2.7477
H: 3.4108 -8.0762 -2.0453
H: 2.3440 11.4218 2.9675
C: -6.4944 -2.3012 4.0796
H: 2.6213 8.7645 0.2551
C: 4.6405 -5.6207 -1.3003
H: 1.0983 6.6686 2.6566
C: -5.4895 -0.3155 2.7889
H: 3.7664 10.1143 0.4313
C: -1.8785 1.8934 -0.5931
H: 1.2243 3.6140 1.7129
H: -5.7692 0.6397 2.3507
H: -0.6477 6.6712 2.9874
C: 3.1186 10.6706 3.1294
H: 4.7925 -0.1370 0.0287

Atoms 1-6, force components in eV/Å:
C -0.01 -0.56 0.11
C -0.11 0.06 0.02
H 0.00 0.00 0.00
H 0.03 -0.10 -0.02
H 0.07 -0.02 -0.02
C 0.17 0.04 -0.04

Computed properties:
orbital gap	8.438	eV
molar mass	577.86	g mol⁻¹
max |F|	0.0232	Eh/bohr
net charge	+1
E_LUMO	-2.717	eV



# 4
Molecular formula: C27H58Cl2N4O29
Method: DFT, wB97M-V/def2-TZVPD

Atoms and positions in Å:
O: -16.6457 12.4825 17.3269
C: -10.0601 11.3975 21.6721
C: -15.3434 14.8730 17.5492
O: -9.0744 13.9331 19.5171
H: -12.6985 20.2797 14.0075
H: -13.6523 22.4252 9.0186
O: -12.2266 16.9014 19.1589
N: -12.2800 16.1519 20.0150
C: -14.4024 19.2945 16.5665
O: -16.1305 11.4418 11.3277
H: -14.8316 15.7203 17.9953
H: -17.6589 20.6954 12.2968
C: -12.1980 19.6309 13.2947
H: -8.6682 15.6154 18.4931
H: -18.8566 11.6141 18.9329
H: -16.3912 12.7050 14.9330
C: -8.8496 15.3447 19.5230
H: -14.6124 14.2056 17.0856
H: -11.4611 14.4176 17.6523
C: -9.3677 13.4071 20.6666
H: -16.0512 15.2555 16.8168
H: -16.2554 10.2637 9.7219
H: -14.6769 20.3389 16.4153
H: -12.8818 16.1464 12.2125
Cl: -12.4792 11.6542 16.1479
H: -14.3787 16.8659 8.5116
H: -10.8612 11.9143 18.2722
O: -14.2763 18.6850 9.4680
C: -17.8529 11.3539 19.2769
C: -9.5258 14.9102 13.2023
H: -11.0725 11.7672 21.8404
C: -13.6599 17.4934 9.0230
H: -14.2264 14.9852 12.2978
C: -11.5182 15.2234 16.9229
H: -14.7042 12.9817 14.7250
O: -15.1774 18.6983 12.3948
Cl: -11.2949 9.6390 18.7513
H: -7.7159 17.7084 14.3975
O: -9.4863 13.9737 21.6605
H: -10.3951 14.4782 12.7272
H: -10.1249 10.3728 21.3391
H: -14.6549 22.7178 10.4138
H: -11.5934 20.2160 12.5824
H: -17.1008 9.6418 11.1335
H: -15.0598 18.6399 16.0148
C: -15.9405 13.6396 9.2179
H: -12.8809 19.1281 12.6123
H: -9.3752 11.5205 22.5065
C: -10.2348 18.8322 14.2117
C: -16.1838 10.1195 10.7978
O: -9.5184 12.1544 20.5007
H: -6.2030 12.0338 16.0824
O: -9.6524 19.8188 13.9541
H: -17.9239 10.8575 20.2390
N: -16.2997 19.0795 12.1141
C: -12.7082 15.5207 14.9356
N: -14.6191 19.0006 17.9946
H: -10.5379 15.6727 16.7497
O: -7.7272 13.1493 15.4305
H: -13.3712 19.1670 16.2709
O: -15.8132 12.8540 12.9137
H: -10.7566 9.9942 15.9033
O: -9.7411 17.7795 14.7305
O: -13.0814 16.5658 15.2354
H: -12.1873 15.9759 17.3548
H: -8.7306 14.9424 12.4482
C: -13.5970 15.6589 12.8722
C: -7.9660 14.1939 14.7065
H: -13.3186 16.9207 9.8916
O: -12.8734 14.9425 13.8071
C: -6.4098 13.0681 15.8510
C: -10.5522 10.9716 17.8381
H: -5.7352 13.3438 15.0271
O: -17.1937 18.3711 11.7521
O: -14.3497 20.7537 10.0607
H: -14.2833 16.4121 13.2536
O: -13.9205 14.4475 8.3354
C: -8.4246 17.9259 15.1850
H: -12.7982 17.7345 8.4032
H: -15.2898 9.5581 11.0345
C: -15.7937 11.5606 12.6202
H: -15.8309 14.2887 14.4065
H: -10.1872 11.6360 15.8734
H: -16.1271 12.6758 8.7558
C: -16.6010 20.5096 12.4178
O: -16.0170 14.1782 18.6399
H: -11.3192 15.2523 21.5989
H: -7.9729 15.5860 20.1313
H: -6.1892 13.7542 16.6584
O: -13.8868 19.5039 18.7755
C: -11.0686 15.9121 20.7911
H: -17.3963 10.6593 18.5736
O: -13.2327 15.5630 20.3133
H: -10.6567 16.8775 21.0508
H: -12.9587 22.2026 10.6602
H: -9.7087 15.9363 13.5205
H: -9.6926 15.8888 19.9478
C: -15.6726 13.2213 14.2923
O: -12.5923 20.0493 8.8312
C: -13.8417 22.0967 10.0395
O: -12.0261 14.7182 15.6926
O: -11.4533 18.5938 13.9647
H: -10.3545 15.4089 20.1367
O: -13.8928 13.3798 10.1949
O: -7.1966 15.0778 14.5052
C: -13.5998 19.8245 9.4369
C: -16.6119 13.0262 18.3519
H: -8.2423 17.2691 16.0311
N: -14.4651 13.8272 9.2659
H: -9.4798 10.8990 18.0075
O: -15.5403 10.6584 13.3649
C: -10.8592 10.9554 16.3956
O: -15.5245 18.2632 18.2750
H: -8.2900 18.9314 15.5970
H: -16.0729 21.1324 11.7057
H: -16.2711 20.7222 13.4236
H: -16.4254 14.3959 8.6124
O: -9.1496 14.0502 14.2580
O: -17.0956 12.5233 19.4521
H: -16.3417 13.6898 10.2200

Atoms 1-6, force components in eV/Å:
O -0.13 -1.46 -4.39
C 0.31 0.86 -1.23
C -0.04 -0.44 0.46
O 0.23 1.37 -2.33
H -0.02 -0.07 0.03
H 0.26 -0.18 0.01

Computed properties:
orbital gap	10.311	eV
molar mass	973.67	g mol⁻¹
max |F|	0.1570	Eh/bohr
net charge	0
SMILES	C[N+](=O)[O-].C[N+](=O)[O-].C[N+](=O)[O-].C[N+](=O)[O-].COC(=O)OC.COC(=O)OC.COC(=O)OC.COC(=O)OC.COC(=O)OC.COC(=O)OC.COC(=O)OC.ClCCCl
E_LUMO	0.100	eV



What are the electronic energy values for these records? In order: -6683.19975 -1452.67657 -2097.92308 -4384.42070 hartree.